{"formula": "C4H34BO25", "method": "ωB97M-V/def2-TZVPD", "e_homo_ev": -8.57, "e_lumo_ha": 0.0617, "e_above_lowest_kcal_mol": 30.1, "gap_ev": 10.25, "fmax_ev_per_a": 1.454, "charge": -1, "elements": ["O", "C", "O", "B", "O", "C", "O", "O", "C", "O", "C", "O", "O", "O", "H", "H", "O", "H", "H", "O", "H", "H", "O", "H", "H", "O", "H", "H", "O", "H", "H", "O", "H", "H", "O", "H", "H", "O", "H", "H", "O", "H", "H", "O", "H", "H", "O", "H", "H", "O", "H", "H", "O", "H", "H", "O", "H", "H", "O", "H", "H", "O", "H", "H"], "xyz": [[-0.296, -1.637, 2.874], [-0.068, -1.127, 1.818], [-0.956, -0.652, 0.964], [-0.234, 0.014, -0.160], [1.161, -0.323, 0.063], [1.335, -0.943, 1.222], [2.373, -1.256, 1.713], [-0.523, 1.453, -0.255], [-0.933, 1.736, -1.493], [-1.312, 2.798, -1.867], [-0.952, 0.409, -2.295], [-0.700, -0.567, -1.473], [-1.278, 0.320, -3.453], [4.067, -2.401, -0.606], [3.603, -2.979, 0.012], [3.389, -2.149, -1.250], [-0.079, 1.463, -5.817], [-0.026, 0.919, -5.020], [-0.932, 1.238, -6.200], [1.368, -2.562, -1.861], [0.696, -1.898, -2.076], [1.960, -2.559, -2.623], [-0.408, 6.350, -0.818], [0.076, 6.816, -0.132], [-0.442, 5.432, -0.501], [-2.305, -2.853, -0.927], [-2.126, -2.156, -0.285], [-1.609, -3.505, -0.780], [1.300, -4.652, 2.966], [0.895, -3.888, 3.402], [1.880, -5.028, 3.634], [4.465, -0.970, 3.753], [4.697, -1.887, 3.931], [3.824, -1.018, 3.025], [-4.120, -0.364, 2.067], [-3.723, -0.135, 1.218], [-4.891, 0.210, 2.145], [0.194, 3.966, 0.748], [-0.190, 3.085, 0.579], [0.942, 3.800, 1.329], [-0.056, -2.932, 5.279], [0.686, -2.675, 5.837], [-0.125, -2.223, 4.614], [-1.974, 2.584, 2.565], [-2.394, 2.291, 3.382], [-2.356, 2.024, 1.881], [3.392, 0.435, -1.758], [3.462, 1.377, -1.572], [3.440, 0.014, -0.891], [-2.865, -2.548, -3.665], [-2.834, -1.626, -3.941], [-2.726, -2.522, -2.697], [-0.016, 4.233, -4.506], [0.279, 3.447, -4.985], [-0.755, 3.923, -3.969], [5.020, 0.025, 0.763], [4.812, -0.824, 0.332], [5.491, -0.217, 1.570], [-4.114, 3.144, -1.875], [-3.857, 4.063, -1.748], [-3.278, 2.691, -2.068], [-3.288, -2.557, 3.613], [-2.477, -2.841, 3.180], [-3.584, -1.786, 3.090]], "lowdin_charge": [0.154, -0.338, 0.217, -0.843, 0.235, -0.337, 0.163, 0.207, -0.335, 0.168, -0.358, 0.194, 0.146, -0.046, 0.056, 0.010, -0.055, 0.014, 0.046, -0.033, 0.029, 0.057, -0.079, 0.020, -0.008, -0.028, 0.028, 0.072, -0.067, -0.007, 0.027, -0.066, 0.034, -0.008, -0.033, 0.047, 0.065, -0.049, 0.011, 0.052, -0.066, 0.038, 0.002, -0.044, 0.040, 0.015, -0.052, 0.046, -0.015, -0.083, 0.008, -0.014, -0.070, -0.002, 0.008, -0.074, -0.005, 0.024, -0.066, 0.037, -0.003, -0.078, 0.008, -0.016]}

---

{"formula": "C4H34N2O13S", "method": "ωB97M-V/def2-TZVPD", "e_homo_ev": -8.60, "e_lumo_ha": -0.0006, "e_above_lowest_kcal_mol": 117.2, "gap_ev": 8.58, "fmax_ev_per_a": 7.307, "charge": 0, "elements": ["O", "C", "N", "C", "N", "C", "C", "S", "H", "H", "H", "H", "H", "H", "H", "H", "H", "H", "H", "H", "O", "H", "H", "O", "H", "H", "O", "H", "H", "O", "H", "H", "O", "H", "H", "O", "H", "H", "O", "H", "H", "O", "H", "H", "O", "H", "H", "O", "H", "H", "O", "H", "H", "O"], "xyz": [[0.998, -3.015, -1.059], [0.163, -2.163, -0.988], [0.374, -1.202, -0.059], [-0.399, -0.171, 0.332], [-0.010, 1.098, -0.468], [-1.096, -2.055, -1.913], [-2.431, -2.565, -1.495], [-2.229, -4.254, -0.788], [1.414, -1.166, 0.299], [-1.546, -0.321, 0.023], [-0.434, -0.009, 1.423], [-0.638, 1.113, -1.297], [0.946, 1.374, -0.616], [-1.202, -1.074, -2.247], [-0.772, -2.509, -2.950], [-3.065, -2.808, -2.326], [-3.010, -1.787, -0.746], [-1.258, -4.165, 0.122], [2.875, -0.006, -4.040], [1.810, 0.773, -3.309], [2.708, 0.801, -3.575], [3.177, 1.361, -2.054], [3.952, 2.514, -1.172], [3.437, 1.699, -1.154], [-0.129, 3.247, 2.308], [-0.266, 2.374, 1.014], [-0.697, 2.902, 1.639], [1.528, 1.909, 2.464], [1.898, 2.906, 3.642], [1.429, 2.235, 3.322], [-2.119, 0.177, 2.519], [-1.105, 1.393, 2.566], [-1.330, 0.598, 2.869], [2.500, -1.766, -2.298], [1.499, -2.422, -3.190], [2.260, -1.834, -3.231], [-2.300, 0.926, -3.432], [-1.329, -0.108, -4.206], [-1.377, 0.531, -3.351], [1.853, -1.434, 2.917], [2.270, -2.524, 2.038], [2.569, -1.640, 2.153], [-0.223, -2.147, 3.671], [-0.337, -0.714, 3.275], [0.177, -1.463, 3.175], [2.409, -0.035, 1.439], [3.030, 1.159, 0.515], [2.290, 0.875, 1.141], [-2.790, 1.360, 1.052], [-4.064, 0.739, 0.612], [-3.162, 0.594, 0.677], [-2.337, 4.041, 1.089], [-2.904, 3.294, 2.329], [-3.007, 3.366, 1.339]], "lowdin_charge": [0.030, -0.522, 0.058, -0.257, 0.039, -0.224, -0.534, 0.705, 0.168, 0.131, 0.071, 0.054, 0.034, 0.022, 0.154, 0.047, 0.123, -0.156, 0.033, 0.024, -0.023, 0.014, 0.059, -0.076, 0.039, -0.023, -0.051, -0.033, -0.023, 0.023, 0.070, -0.068, -0.016, 0.045, 0.024, -0.050, 0.083, 0.137, -0.140, 0.096, 0.024, -0.111, 0.057, -0.036, 0.004, -0.009, 0.060, -0.090, -0.020, 0.026, -0.017, 0.057, 0.073, -0.108]}

---

{"formula": "C4H34NO14", "method": "ωB97M-V/def2-TZVPD", "e_homo_ev": -6.31, "e_lumo_ha": 0.0966, "e_above_lowest_kcal_mol": 0.0, "gap_ev": 8.93, "fmax_ev_per_a": 2.460, "charge": -1, "elements": ["C", "O", "C", "C", "C", "O", "N", "H", "H", "H", "H", "H", "H", "H", "H", "H", "H", "H", "H", "O", "H", "H", "O", "H", "H", "O", "H", "H", "O", "H", "H", "O", "H", "H", "O", "H", "H", "O", "H", "H", "O", "H", "H", "O", "H", "H", "O", "H", "H", "O", "H", "H", "O"], "xyz": [[-0.198, 2.112, 1.213], [0.545, 1.069, 0.679], [-1.487, 1.626, 1.952], [-1.305, 0.289, 2.634], [-2.502, -0.371, 3.255], [-2.074, -1.212, 4.383], [-2.533, 1.426, 0.878], [0.359, 2.790, 1.887], [-0.528, 2.684, 0.342], [-1.807, 2.462, 2.578], [-0.768, -0.335, 1.907], [-0.433, 0.312, 3.301], [-3.230, 0.223, 3.787], [-3.001, -1.095, 2.607], [-1.547, -1.922, 4.002], [-3.494, 1.716, 0.843], [-2.469, 0.447, 0.622], [-0.409, -1.721, -3.795], [0.449, -2.998, -3.718], [0.379, -2.153, -4.168], [1.662, 0.267, 1.804], [2.880, -0.385, 2.644], [1.933, -0.242, 2.602], [3.970, 0.862, -1.090], [3.887, -0.542, -1.394], [4.567, 0.098, -1.140], [2.044, 1.665, 0.132], [2.557, 2.943, 0.764], [2.801, 2.317, 0.077], [0.130, -1.672, -0.244], [-0.270, -0.237, -0.150], [-0.647, -1.118, -0.395], [-1.149, -3.590, 0.099], [-0.982, -2.614, 1.289], [-1.123, -3.535, 1.057], [0.336, 0.755, -1.329], [1.417, 1.695, -1.695], [1.041, 0.851, -1.979], [-1.703, 3.789, -0.883], [-2.468, 2.569, -0.632], [-2.405, 3.281, -1.309], [2.110, -1.609, -3.349], [2.018, -1.178, -1.923], [2.503, -1.804, -2.480], [0.364, 0.628, -4.723], [-0.525, 1.436, -3.760], [-0.533, 0.948, -4.591], [-1.515, -0.880, -2.336], [-1.933, -0.902, -3.911], [-2.044, -1.288, -3.037], [1.772, -2.290, 2.600], [2.842, -2.673, 1.607], [2.516, -2.895, 2.484]], "lowdin_charge": [-0.299, -0.368, -0.300, -0.179, -0.217, -0.103, 0.032, 0.112, 0.080, 0.135, 0.085, 0.122, 0.114, 0.112, 0.067, 0.081, 0.070, -0.012, 0.049, -0.069, 0.009, 0.040, -0.084, -0.002, -0.011, -0.073, -0.005, 0.028, -0.096, 0.053, -0.002, -0.076, 0.029, -0.004, -0.056, 0.004, 0.042, -0.049, 0.009, -0.025, -0.106, 0.019, -0.002, -0.079, 0.034, 0.023, -0.058, 0.012, 0.027, -0.064, 0.001, 0.027, -0.076]}